1.
The following is a quantum chemistry calculation of C39H39ClHoN10O3S as an isolated structure, from the OMol25 dataset.

Calculated values
- highest occupied orbital energy (spin up / spin down) (eV) = -10.4 / -10.4
- total charge = +1
- 2S+1 = 5
- LUMO level (spin up / spin down) (eV) = -3.191 / -3.185
- HOMO-LUMO gap (spin up / spin down) (hartree) = 0.264 / 0.265

Last column: Mulliken spin population.
Atoms and positions in Å:
1 H -6.11772 0.36599 0.97762  0.00
2 H 1.77748 2.80326 3.78355  0.00
3 N 1.53153 4.16921 -0.68413  0.00
4 C 4.38078 2.85769 5.95088  0.00
5 C -2.00310 -0.20867 -5.01632  0.00
6 H -2.71077 -0.96809 -4.57983  0.00
7 C 2.41849 -3.96097 -2.16332  0.00
8 H 3.20300 -0.46336 8.03693  0.00
9 H -5.90181 -1.33142 0.19140  0.00
10 H 2.12380 -0.51537 3.58967  0.00
11 C -0.48802 -0.56821 -3.22759  0.00
12 C 4.15168 1.62516 6.62888  0.00
13 C 2.16790 1.30776 5.21769  0.00
14 H -3.43099 -4.22008 -1.60039  0.00
15 H 0.17222 -3.57176 1.81729  0.00
16 C 1.09613 -0.35079 3.92138  0.00
17 C -5.18612 2.03435 2.23851  0.00
18 C 3.03974 0.82653 6.27784  0.00
19 C -0.66797 3.90492 -0.58562  0.00
20 C 3.57274 3.21155 4.90514  0.00
21 H 4.17609 2.45283 -0.33515  0.00
22 H -0.20955 2.81677 -3.00205  0.00
23 C -3.98796 2.54180 2.68867  0.00
24 H 1.69865 -0.73443 6.95762  0.00
25 C -1.46249 2.10527 -5.25544  0.00
26 H -1.57003 1.93937 -6.35016  0.00
27 C -2.54274 -1.09897 -0.51100  0.01
28 C 2.40508 2.55217 4.58179  0.00
29 H -2.99930 0.64412 -2.58861  0.00
30 C 0.30699 0.06752 2.65130  0.00
31 C 0.10270 1.79873 -3.35614  0.00
32 C 1.83812 -6.13086 -3.02493  0.00
33 C -4.94478 -1.57822 -0.17894  0.00
34 C -5.22048 0.94167 1.27510  0.00
35 C 1.55106 -4.24245 -1.06976  0.00
36 H 1.15686 1.68994 -3.10749  0.00
37 H -2.03009 -0.25668 -6.15480  0.00
38 H 2.38602 4.69391 -0.59598  0.00
39 H 1.29087 0.02727 -5.18211  0.00
40 C -3.83639 -0.75213 -0.05105  -0.01
41 N -0.62640 -0.59640 -4.66478  0.00
42 H 3.39642 -1.31863 6.59026  0.00
43 N -0.15510 2.65360 -0.25373  -0.02
44 H -1.66588 3.15922 -5.04059  0.00
45 H 0.24410 5.89035 -1.02745  0.00
46 C 2.78003 -0.47397 7.00190  0.00
47 C 0.64532 -4.05080 0.90968  0.00
48 C -3.99058 0.50560 0.75819  0.00
49 H -1.84393 2.68356 2.30708  0.00
50 H 0.49216 -0.84592 -2.92285  0.00
51 N -2.31862 1.15456 -4.54149  0.00
52 N -0.77393 0.77273 -2.68420  -0.02
53 H 4.89180 0.02409 -0.10355  0.00
54 C -3.56657 -3.23892 -1.17101  0.00
55 H -6.11243 2.39108 2.66188  0.00
56 N 3.51960 1.67947 -0.14315  0.00
57 H -5.58045 -3.61029 -0.70208  0.00
58 H 3.91749 4.11800 4.39702  0.00
59 H -1.10866 -1.36078 -2.84536  0.00
60 N -0.01975 1.78061 -4.84322  0.00
61 O 0.94232 0.66093 4.88085  0.00
62 H -1.50090 -2.69691 -1.35552  0.00
63 N -2.81674 1.20829 1.05645  -0.01
64 C -4.82045 -2.86672 -0.65780  0.00
65 C 0.28622 4.84659 -0.83488  0.00
66 Ho -0.65650 0.39221 0.18756  4.09
67 N 1.63400 0.50384 -0.36525  -0.02
68 C 2.13635 1.70919 -0.34370  0.00
69 H 4.75721 1.34137 7.47129  0.00
70 H 1.95821 -6.78973 -3.91770  0.00
71 C -2.80369 2.21369 1.99053  0.00
72 H 0.81146 -1.36950 4.27675  0.00
73 O 0.11820 1.30713 2.32710  -0.01
74 H 2.39697 -1.48695 -0.26637  0.00
75 C -2.15766 1.22931 -3.08113  0.00
76 C 0.24496 0.32588 -5.33352  0.00
77 O -0.15336 -0.95087 2.02501  -0.01
78 H 3.08159 -3.06754 -2.06660  0.00
79 C 3.84564 0.32291 -0.09408  0.00
80 Cl 5.74552 3.85510 6.47631  0.00
81 H -1.76067 3.94133 -0.70110  0.00
82 H 0.10593 0.29027 -6.39910  0.00
83 C 2.45722 -4.87392 -3.17598  0.00
84 S -0.00829 -5.57927 0.53679  0.00
85 C -2.49929 -2.38459 -1.05427  -0.01
86 H -2.12406 2.28774 -2.74946  0.00
87 H 0.92974 -7.62444 -1.71747  0.00
88 H -3.97677 3.21202 3.50968  0.00
89 H 2.99376 -4.66166 -4.06875  0.00
90 C 1.21973 2.88208 -0.26032  0.00
91 C 1.20200 -6.53453 -1.86793  0.00
92 N 1.37401 -3.42309 0.03694  0.00
93 C 2.72636 -0.42688 -0.27385  0.00
94 C 0.94870 -5.53574 -0.94349  0.00


2.
The following is a quantum chemistry calculation of C39H40AsBIN8PV as an isolated structure, from the OMol25 dataset.

Calculated values
- highest occupied orbital energy (spin up / spin down) (eV) = -6.8 / -7.7
- 2S+1 = 4
- LUMO level (spin up / spin down) (eV) = 0.419 / 0.416
- HOMO-LUMO gap (spin up / spin down) (hartree) = 0.265 / 0.297

Last column: Mulliken spin population.
Atoms and positions in Å:
1 H 3.75908 -3.92888 1.94858  0.00
2 H -0.94346 3.10962 -3.57602  0.00
3 C -5.01640 2.08888 1.98754  0.00
4 C 0.79360 3.33021 -4.81407  0.00
5 H 2.99341 0.06619 -2.22629  0.00
6 H 2.69110 3.54657 -5.79394  0.00
7 H -0.40604 5.59920 -2.70524  0.00
8 N 2.39530 -2.44685 1.33020  0.02
9 C 0.02093 -2.14179 4.10925  0.01
10 C 2.88110 3.56136 -3.65559  0.00
11 H -3.15870 -0.24214 -1.78823  0.00
12 I 2.88275 -0.13332 -5.64725  0.00
13 As -1.99234 0.42125 0.37170  0.03
14 C 1.47817 1.81106 0.91726  -0.09
15 N 0.43641 -1.96160 2.84266  0.02
16 C -0.66977 5.00331 -0.65693  0.00
17 H -2.18338 8.55332 -0.17820  0.00
18 C -1.04388 -2.73299 -1.04023  0.02
19 C -1.76180 7.56520 -0.31075  0.00
20 C -5.38684 3.90353 -0.06794  0.00
21 V 0.61704 -0.14125 0.34069  2.94
22 C 2.83978 4.13313 1.87976  0.02
23 H -1.37046 7.83231 -2.40172  0.00
24 N 0.93174 0.08961 -1.88614  -0.02
25 C -1.12517 5.43153 0.59363  0.01
26 C -0.32140 -0.06046 3.49764  0.04
27 N -0.11434 0.04948 -2.72200  0.01
28 N 2.46491 -1.28489 0.65338  0.02
29 H -2.66230 -1.13316 2.24209  0.00
30 B 1.06182 -2.99149 1.88529  -0.05
31 H -4.87411 1.38671 2.80188  0.00
32 H -7.12854 2.25117 2.31263  0.00
33 C 4.52097 -2.16010 0.80613  0.00
34 C 1.84848 4.24964 0.92166  -0.02
35 H 0.12914 -3.09850 4.59127  0.00
36 C -1.24192 -4.09783 -0.81830  0.00
37 H -4.14030 0.93496 -0.91513  0.00
38 C 1.63382 -0.03092 -4.00646  0.00
39 H 0.23224 3.26268 -5.73832  0.00
40 C 0.26126 -0.02091 -4.01146  0.02
41 C -0.76666 5.89062 -1.72781  0.00
42 C -2.55580 1.93990 1.51706  -0.01
43 C 2.21748 3.49104 -2.43758  -0.01
44 C -3.91599 2.49453 1.23615  -0.01
45 H -1.03895 4.77154 1.44966  0.00
46 H -0.87024 -0.73058 5.55301  0.00
47 H -0.53705 0.99369 3.43055  -0.01
48 C -1.30950 7.15855 -1.55608  0.00
49 H 2.76947 0.78827 2.31177  0.02
50 H -1.45432 -2.12056 -1.82660  0.00
51 H 3.35715 5.01455 2.23896  0.00
52 C 2.00682 0.04536 -2.65516  0.03
53 N 0.11094 -3.22883 0.69066  0.03
54 H -1.77237 2.69192 1.43509  0.03
55 C -6.28696 2.57694 1.71447  0.00
56 C 2.49211 1.75264 1.89532  0.03
57 H 2.77631 3.55089 -1.51170  0.00
58 C 0.13431 3.24390 -3.59604  0.00
59 H 3.92276 2.76894 3.13393  0.00
60 C 3.61924 -2.99375 1.43371  0.01
61 C -0.47795 -0.94259 4.57391  0.00
62 N -0.23470 -2.21389 -0.12007  -0.02
63 H -2.99619 -1.88996 0.67924  0.00
64 C 3.15642 2.87330 2.37324  -0.01
65 H -5.52097 4.62049 -0.86825  0.00
66 C -1.66131 6.69646 0.76762  0.00
67 C -4.12107 3.40803 0.20160  0.00
68 H -3.27484 3.73565 -0.39109  0.00
69 H 1.59838 5.23081 0.53473  0.00
70 H -4.10219 -0.64360 1.31047  0.00
71 C 3.74143 -1.09689 0.33812  0.02
72 H -2.00319 7.00553 1.74739  0.00
73 N 0.21533 -0.69134 2.45979  -0.06
74 P -0.11842 3.24944 -0.82054  0.00
75 H -1.04303 0.11925 -2.33880  -0.01
76 C -0.48248 -4.36789 0.30214  0.01
77 H -0.44890 -0.04801 -4.81939  0.00
78 C -6.47732 3.48751 0.68558  0.00
79 C 2.17137 3.49038 -4.84635  0.00
80 H -0.31279 -5.28500 0.84026  0.00
81 H -7.46612 3.87400 0.47572  0.00
82 H -2.72274 1.49700 -1.81944  0.00
83 H -1.83891 -4.78359 -1.39310  0.00
84 H 5.58370 -2.29543 0.70952  0.00
85 H 4.04311 -0.19743 -0.17378  0.00
86 C 0.83323 3.34286 -2.39262  0.01
87 C -3.06106 -0.96000 1.24137  0.00
88 H 1.25274 -4.02315 2.46763  0.00
89 H 3.95798 3.67542 -3.67589  0.00
90 H -2.52652 1.53159 2.52868  0.00
91 C 1.17446 3.11188 0.45907  -0.08
92 C -3.12252 0.68575 -1.21017  0.02


| no. | DFT total energy (eV) |
| --- | --- |
| 1 | -111271.590 |
| 2 | -157608.409 |